Record 1
{"formula": "C11H13IIrN4O5S", "method": "wB97M-V/def2-TZVPD", "symbols": ["Ir", "O", "C", "O", "C", "C", "C", "N", "C", "C", "C", "O", "O", "H", "H", "H", "N", "C", "O", "C", "I", "H", "H", "H", "H", "C", "N", "C", "N", "S", "H", "H", "H", "H", "H", "H"], "coordinates": [[-1.229, -0.042, -0.450], [2.121, 1.612, 5.447], [1.355, 0.654, 5.362], [0.885, -0.323, 5.934], [0.690, 0.695, 3.856], [-0.673, 0.875, 3.744], [-1.202, 0.806, 2.478], [-0.438, 0.548, 1.401], [0.883, 0.384, 1.548], [1.506, 0.470, 2.773], [1.659, 0.132, 0.328], [2.852, 0.316, 0.317], [0.911, -0.250, -0.677], [-1.305, 1.058, 4.602], [-2.261, 0.949, 2.307], [2.581, 0.370, 2.830], [-0.753, -4.110, 0.525], [-1.427, -3.029, 0.169], [-1.158, -1.914, 0.662], [-2.545, -3.243, -0.802], [-2.816, -1.536, -1.999], [-0.022, -4.023, 1.218], [-0.966, -5.026, 0.172], [-3.476, -3.372, -0.260], [-2.382, -4.085, -1.463], [1.900, 1.627, -4.173], [0.956, 1.390, -3.086], [-0.167, 2.023, -2.969], [-0.523, 2.892, -3.930], [-1.298, 1.933, -1.613], [2.803, 1.065, -3.962], [2.162, 2.684, -4.237], [1.497, 1.299, -5.135], [1.213, 0.715, -2.341], [0.059, 3.070, -4.728], [-1.392, 3.388, -3.847]], "lowdin_charge": [0.84, 0.03, -0.68, 0.02, -0.06, 0.03, -0.09, -0.07, -0.20, 0.09, -0.56, 0.15, -0.16, 0.14, 0.12, 0.15, 0.24, -0.58, -0.13, -0.48, 1.15, 0.15, 0.14, 0.08, 0.07, -0.03, 0.00, -0.75, 0.13, 0.60, 0.10, 0.10, 0.10, 0.12, 0.11, 0.11], "relative_energy_kj_mol": 212.9, "charge": 1, "orbital_gap_ha": [0.1235, 0.1235]}



Record 2
{"formula": "C11H13IN2O3", "method": "wB97M-V/def2-TZVPD", "symbols": ["C", "C", "C", "N", "C", "C", "I", "C", "O", "C", "O", "C", "C", "C", "N", "C", "O", "H", "H", "H", "H", "H", "H", "H", "H", "H", "H", "H", "H", "H"], "coordinates": [[-1.637, 1.844, -2.588], [-0.576, 0.755, -2.694], [0.813, 1.209, -3.073], [-0.921, -0.466, -2.460], [-0.569, -1.025, -1.264], [-0.501, -2.368, -1.154], [-0.923, -3.565, -2.845], [-0.177, -3.048, 0.133], [-0.431, -4.185, 0.356], [0.557, -2.180, 1.154], [1.236, -2.864, 2.131], [0.525, -0.864, 1.081], [1.293, -0.038, 2.099], [0.407, 0.723, 3.120], [0.032, 2.080, 2.657], [-0.302, -0.226, -0.015], [-0.728, 0.868, 0.184], [-1.354, 2.585, -1.830], [-2.585, 1.384, -2.296], [-1.791, 2.335, -3.561], [1.349, 0.511, -3.722], [0.731, 2.169, -3.604], [1.420, 1.427, -2.179], [0.632, -2.897, 2.888], [1.854, 0.731, 1.550], [1.989, -0.659, 2.669], [1.023, 0.888, 4.018], [-0.459, 0.136, 3.466], [0.015, 2.685, 3.473], [-0.921, 2.053, 2.309]], "lowdin_charge": [-0.03, -0.31, 0.00, 0.10, -0.29, -0.57, 0.90, -0.41, 0.09, -0.20, 0.06, -0.08, -0.11, -0.26, -0.02, -0.26, 0.14, 0.09, 0.09, 0.09, 0.09, 0.08, 0.10, 0.13, 0.12, 0.11, 0.11, 0.11, 0.06, 0.05], "orbital_gap_ha": 0.2663}



Record 3
{"formula": "C11H13N", "method": "wB97M-V/def2-TZVPD", "symbols": ["N", "C", "C", "C", "C", "C", "C", "C", "C", "C", "C", "C", "H", "H", "H", "H", "H", "H", "H", "H", "H", "H", "H", "H", "H"], "coordinates": [[-1.870, -0.853, -0.962], [-1.746, -0.261, 0.330], [-1.222, 1.148, 0.341], [-0.154, 1.194, 1.366], [-0.222, -0.132, 2.073], [-0.646, -1.052, 0.884], [0.524, -0.633, 0.142], [1.060, -1.414, -1.032], [2.041, -0.937, -1.668], [2.460, 0.352, -1.506], [2.138, 1.128, -0.342], [0.963, 0.694, 0.289], [-2.546, -1.792, -0.892], [-2.285, -0.003, -1.539], [-2.792, -0.266, 0.988], [-2.026, 2.018, 0.731], [-0.934, 1.816, -0.552], [-0.137, 2.167, 1.933], [0.798, -0.331, 2.330], [-1.025, 0.111, 2.726], [-0.806, -2.114, 0.856], [0.715, -2.454, -1.383], [2.227, -1.527, -2.689], [3.273, 0.890, -2.182], [2.211, 2.250, -0.244]], "lowdin_charge": [0.01, -0.45, -0.19, -0.22, -0.10, -0.23, -0.17, -0.05, -0.21, -0.10, -0.03, -0.14, 0.17, 0.13, 0.19, 0.16, 0.15, 0.16, 0.12, 0.11, 0.15, 0.14, 0.15, 0.13, 0.12], "relative_energy_kj_mol": 569.7, "orbital_gap_ha": 0.3283}



Record 4
{"formula": "C11H13N", "method": "wB97M-V/def2-TZVPD", "symbols": ["C", "C", "N", "C", "C", "C", "C", "C", "C", "C", "C", "C", "H", "H", "H", "H", "H", "H", "H", "H", "H", "H", "H", "H", "H"], "coordinates": [[2.027, -1.718, -0.897], [1.255, -0.712, -0.116], [1.491, -0.838, 1.133], [0.757, 0.158, 1.879], [1.125, -0.204, 3.411], [-0.721, 0.257, 1.581], [-0.974, 0.452, 0.090], [-2.042, 1.087, -0.450], [-2.217, 1.153, -1.861], [-1.268, 0.714, -2.713], [-0.185, 0.070, -2.176], [0.028, -0.057, -0.815], [1.405, -2.872, -0.765], [3.197, -1.778, -0.368], [2.089, -1.380, -2.116], [1.059, 1.118, 1.594], [0.969, 0.576, 4.172], [2.300, -0.209, 3.287], [0.775, -1.181, 3.585], [-1.217, 1.090, 2.144], [-1.175, -0.734, 1.874], [-2.850, 1.716, 0.094], [-2.906, 1.839, -2.382], [-1.410, 0.875, -3.800], [0.607, -0.401, -2.844]], "lowdin_charge": [-0.10, -0.35, 0.10, -0.41, -0.04, -0.11, -0.18, -0.04, -0.10, -0.12, -0.06, -0.08, 0.16, 0.14, 0.10, 0.12, 0.06, 0.10, 0.04, 0.14, 0.14, 0.14, 0.11, 0.12, 0.11], "relative_energy_kj_mol": 294.9, "orbital_gap_ha": 0.3461}



Record 5
{"formula": "C11H13N2", "method": "wB97M-V/def2-TZVPD", "symbols": ["C", "C", "C", "C", "C", "C", "C", "C", "C", "C", "C", "N", "N", "H", "H", "H", "H", "H", "H", "H", "H", "H", "H", "H", "H", "H"], "coordinates": [[0.567, 2.854, -0.328], [1.362, 1.740, -0.293], [-0.800, 2.846, -0.082], [0.684, 0.505, -0.159], [-0.701, 0.536, 0.127], [-2.409, -1.202, -0.297], [-3.321, -2.123, -0.460], [-2.719, 1.738, 0.637], [1.505, -0.664, -0.008], [2.928, -0.510, -0.205], [0.934, -1.955, 0.677], [-1.490, -0.512, -0.019], [-1.505, 1.704, 0.195], [0.891, 3.734, -0.724], [2.468, 1.885, -0.384], [-1.324, 3.682, -0.186], [-4.283, -1.760, -0.413], [-3.217, -3.137, -0.933], [-3.080, 0.844, 1.051], [-3.173, 2.622, 0.707], [3.200, -0.442, -1.333], [3.337, -1.469, -0.021], [3.409, 0.100, 0.437], [1.720, -2.370, 1.340], [0.753, -2.698, -0.080], [0.039, -1.607, 1.093]], "lowdin_charge": [-0.03, -0.02, -0.01, -0.11, -0.09, -0.08, 0.11, 0.13, -0.16, -0.06, 0.01, 0.19, -0.05, 0.09, 0.14, 0.09, 0.05, 0.12, 0.09, 0.07, 0.16, 0.07, 0.06, 0.11, 0.09, 0.04], "relative_energy_kj_mol": 700.1, "charge": 1, "orbital_gap_ha": [0.1900, 0.2433]}



Record 6
{"formula": "C11H13N3", "method": "wB97M-V/def2-TZVPD", "symbols": ["C", "N", "C", "C", "C", "C", "C", "C", "C", "N", "C", "N", "C", "C", "H", "H", "H", "H", "H", "H", "H", "H", "H", "H", "H", "H", "H"], "coordinates": [[3.509, 0.276, -0.121], [2.614, 0.373, -1.329], [1.246, 0.327, -0.715], [0.575, -1.042, -0.798], [-0.610, -1.036, 0.149], [-1.226, -2.126, 0.929], [-2.345, -1.903, 1.637], [-2.920, -0.575, 1.733], [-2.413, 0.508, 1.010], [-2.790, 1.820, 0.862], [-1.943, 2.231, -0.096], [-0.989, 1.325, -0.424], [-1.313, 0.192, 0.317], [0.304, 1.370, -1.231], [3.173, -0.556, 0.543], [3.427, 1.168, 0.397], [4.570, 0.173, -0.554], [2.742, -0.477, -1.903], [1.223, 0.506, 0.328], [0.308, -1.219, -1.733], [1.315, -1.718, -0.409], [-0.845, -3.111, 1.087], [-2.743, -2.809, 2.086], [-3.792, -0.469, 2.343], [-2.027, 3.187, -0.518], [0.088, 1.184, -2.345], [0.863, 2.404, -1.246]], "lowdin_charge": [-0.11, -0.06, -0.40, -0.08, -0.07, -0.06, -0.11, 0.02, -0.29, 0.13, -0.12, 0.02, -0.17, -0.07, 0.09, 0.04, 0.11, 0.11, 0.12, 0.08, 0.12, 0.09, 0.10, 0.09, 0.11, 0.14, 0.16], "relative_energy_kj_mol": 123.3, "orbital_gap_ha": 0.3223}



Record 7
{"formula": "C11H13N3O3S", "method": "wB97M-V/def2-TZVPD", "symbols": ["C", "C", "H", "H", "O", "C", "O", "C", "C", "C", "C", "O", "C", "H", "H", "S", "C", "N", "N", "C", "N", "C", "H", "H", "H", "H", "H", "H", "H", "H", "H"], "coordinates": [[-0.681, 1.321, 3.159], [0.242, 1.964, 2.074], [-0.125, 2.868, 1.543], [1.121, 2.385, 2.648], [0.414, 1.180, 1.095], [1.444, 1.583, 0.348], [1.871, 2.661, 0.444], [1.846, 0.657, -0.797], [2.616, 0.763, -1.905], [2.566, -0.653, -2.466], [2.061, -1.346, -1.621], [1.475, -0.542, -0.605], [1.208, -2.800, -1.789], [2.163, -3.413, -2.415], [1.244, -3.214, -0.856], [-0.234, -2.867, -2.410], [-1.223, -2.051, -1.243], [-0.886, -2.196, 0.076], [-1.566, -1.265, 0.430], [-2.218, -0.574, -0.275], [-2.007, -0.883, -1.588], [-3.082, 0.591, 0.096], [-3.746, 0.320, 0.789], [-2.555, 1.428, 0.331], [-3.758, 0.967, -1.159], [-1.601, -1.191, 1.507], [2.917, -0.964, -3.312], [3.243, 1.566, -2.319], [-1.624, 1.134, 2.763], [-0.273, 0.433, 3.582], [-0.853, 2.137, 3.872]], "lowdin_charge": [-0.02, -0.35, 0.14, 0.15, 0.03, -0.40, 0.17, -0.23, 0.09, -0.03, -0.22, 0.07, -0.57, 0.18, 0.02, 0.96, -0.58, 0.11, -0.08, -0.49, 0.18, 0.03, 0.01, 0.01, 0.22, 0.23, 0.07, 0.12, 0.03, 0.07, 0.09], "relative_energy_kj_mol": 804.4, "orbital_gap_ha": 0.3280}



Record 8
{"formula": "C11H13N3S", "method": "wB97M-V/def2-TZVPD", "symbols": ["C", "C", "C", "C", "C", "N", "C", "C", "N", "C", "C", "N", "S", "C", "C", "H", "H", "H", "H", "H", "H", "H", "H", "H", "H", "H", "H", "H"], "coordinates": [[-1.161, -3.607, -2.036], [-0.509, -2.553, -2.776], [0.062, -1.537, -1.959], [-0.183, -1.548, -0.565], [0.233, -0.417, 0.328], [1.032, 0.787, 0.075], [1.773, 1.338, 1.240], [0.973, 2.484, 2.057], [-0.449, 2.362, 1.917], [-0.789, 2.636, 0.475], [0.206, 1.866, -0.573], [-0.019, -0.690, 1.630], [-0.727, -2.278, 1.909], [-0.902, -2.522, 0.205], [-1.249, -3.682, -0.638], [-1.571, -4.349, -2.639], [-0.163, -2.568, -3.811], [0.555, -0.703, -2.318], [2.347, 0.469, 1.669], [2.551, 1.854, 0.655], [1.131, 2.329, 3.123], [1.280, 3.497, 1.747], [-0.635, 1.346, 2.290], [-0.900, 3.734, 0.390], [-1.737, 2.248, 0.179], [-0.422, 1.473, -1.366], [0.976, 2.550, -0.951], [-1.702, -4.521, -0.256]], "lowdin_charge": [-0.08, -0.04, -0.03, -0.19, -0.29, -0.11, -0.15, -0.22, -0.10, -0.16, -0.12, -0.25, 0.98, -0.46, -0.05, 0.07, 0.10, 0.08, 0.13, 0.10, 0.10, 0.11, 0.12, 0.11, 0.08, 0.10, 0.10, 0.07], "relative_energy_kj_mol": 281.4, "orbital_gap_ha": 0.3131}



Record 9
{"formula": "C11H13NO3", "method": "wB97M-V/def2-TZVPD", "symbols": ["O", "C", "O", "C", "N", "C", "C", "C", "C", "C", "C", "C", "C", "C", "H", "H", "H", "H", "H", "H", "H", "H", "H", "H", "H", "H", "O", "H"], "coordinates": [[-3.603, -1.194, 1.081], [-2.350, -0.744, 0.903], [-1.409, -0.596, 2.063], [-0.064, -0.185, 1.570], [0.441, 1.107, 1.375], [1.841, 1.245, 0.814], [2.537, -0.243, 0.706], [1.212, -1.131, 1.113], [-1.715, -0.330, -0.586], [-1.688, 1.265, -1.085], [-1.001, 1.599, -2.543], [-0.353, 0.376, -3.442], [-0.418, -1.188, -2.934], [-1.099, -1.557, -1.482], [-0.158, 1.938, 1.586], [1.608, 1.470, -0.334], [2.499, 2.175, 1.092], [2.688, -0.458, -0.453], [3.433, -0.466, 1.428], [1.431, -1.805, 2.045], [1.071, -1.897, 0.239], [-2.165, 2.086, -0.369], [-0.963, 2.740, -2.875], [0.155, 0.621, -4.476], [0.007, -2.107, -3.559], [-1.138, -2.662, -1.064], [-0.072, 0.251, 4.780], [-0.726, -0.311, 4.407]], "lowdin_charge": [0.03, -0.19, 0.02, -0.09, 0.08, -0.13, -0.12, -0.09, -0.07, -0.01, -0.06, -0.06, -0.05, -0.02, 0.18, 0.12, 0.14, 0.13, 0.13, 0.14, 0.11, 0.11, 0.10, 0.09, 0.10, 0.12, -0.49, -0.21], "relative_energy_kj_mol": 1636.5, "orbital_gap_ha": 0.1675}



Record 10
{"formula": "C11H13NO3", "method": "wB97M-V/def2-TZVPD", "symbols": ["C", "O", "C", "C", "C", "C", "C", "C", "C", "C", "N", "C", "C", "O", "O", "H", "H", "H", "H", "H", "H", "H", "H", "H", "H", "H", "H", "H"], "coordinates": [[0.204, 1.179, -2.155], [0.994, 0.370, -1.380], [0.609, 0.355, -0.023], [-0.820, -0.249, 0.185], [-1.903, 0.496, 0.474], [-3.174, -0.025, 0.562], [-3.349, -1.378, 0.161], [-2.242, -2.130, -0.152], [-0.958, -1.575, -0.143], [1.003, 1.637, 0.765], [2.046, 0.973, 1.484], [1.718, -0.346, 0.898], [2.943, -1.025, 0.111], [2.839, -2.154, -0.320], [3.970, -0.200, -0.019], [0.380, 1.093, -3.188], [0.262, 2.323, -1.918], [-0.807, 0.895, -2.177], [-1.841, 1.506, 0.760], [-4.145, 0.600, 0.579], [-4.347, -1.801, 0.090], [-2.426, -3.217, -0.400], [-0.163, -2.333, -0.303], [1.554, 2.415, 0.117], [0.437, 2.248, 1.521], [2.127, 0.763, 2.457], [1.174, -1.110, 1.475], [3.916, 0.690, 0.538]], "lowdin_charge": [-0.11, -0.08, -0.32, -0.18, -0.07, -0.06, -0.10, -0.09, -0.02, -0.12, -0.03, -0.12, -0.47, 0.09, 0.09, 0.08, 0.13, 0.07, 0.10, 0.13, 0.10, 0.12, 0.14, 0.14, 0.13, 0.11, 0.15, 0.17], "relative_energy_kj_mol": 310.9, "orbital_gap_ha": 0.3616}



Record 11
{"formula": "C11H14AlClN2O6Pt", "method": "wB97M-V/def2-TZVPD", "symbols": ["Al", "Cl", "C", "C", "H", "H", "H", "H", "H", "H", "Pt", "C", "C", "H", "H", "H", "H", "H", "O", "C", "O", "C", "C", "C", "C", "C", "C", "N", "O", "O", "N", "O", "O", "H", "H", "H"], "coordinates": [[0.563, -0.829, -4.569], [1.339, -2.686, -3.921], [1.904, 0.612, -4.807], [-0.652, -1.165, -6.056], [1.793, 1.118, -5.771], [1.711, 1.333, -3.981], [2.941, 0.229, -4.683], [-0.572, -0.403, -6.841], [-1.689, -1.197, -5.700], [-0.421, -2.154, -6.465], [-0.376, 0.330, -1.325], [-2.088, -0.933, -0.784], [-0.713, 0.252, -3.120], [-2.915, -0.810, -1.486], [-1.657, -1.920, -0.940], [-2.430, -0.849, 0.242], [-1.562, -0.381, -3.369], [-0.793, 1.253, -3.560], [0.547, -0.467, 0.082], [0.128, 0.415, 0.852], [-0.550, 1.262, 0.182], [0.306, 0.452, 2.372], [-0.215, 1.511, 3.046], [-0.200, 1.476, 4.440], [0.408, 0.459, 5.151], [0.975, -0.568, 4.418], [0.950, -0.594, 3.016], [1.597, -1.624, 5.195], [1.591, -1.514, 6.452], [2.136, -2.604, 4.652], [-0.874, 2.561, 5.148], [-1.411, 3.468, 4.471], [-0.903, 2.576, 6.396], [-0.678, 2.354, 2.539], [0.399, 0.461, 6.234], [1.411, -1.422, 2.488]], "lowdin_charge": [-0.18, 0.27, -0.17, -0.20, 0.01, 0.00, 0.02, 0.01, 0.00, 0.00, 1.44, -0.17, -0.41, 0.01, 0.01, 0.01, 0.02, 0.03, -0.11, -0.56, -0.19, -0.08, 0.08, -0.10, 0.11, -0.10, 0.11, -0.30, 0.06, 0.09, -0.30, 0.07, 0.08, 0.15, 0.14, 0.15], "spin_multiplicity": 5, "orbital_gap_ha": [0.1961, 0.1955]}



Record 12
{"formula": "C11H14AsN2O5S2Zn", "method": "wB97M-V/def2-TZVPD", "symbols": ["Zn", "S", "C", "N", "C", "C", "C", "C", "C", "C", "S", "H", "H", "H", "H", "O", "N", "O", "O", "O", "C", "O", "H", "C", "As", "C", "C", "H", "H", "H", "H", "H", "H", "H", "H", "H"], "coordinates": [[0.253, -0.079, 0.154], [0.311, -0.359, 2.862], [-0.446, 1.102, 2.473], [-0.575, 1.514, 1.227], [-1.204, 2.732, 1.114], [-1.443, 3.418, -0.074], [-2.097, 4.635, -0.023], [-2.508, 5.182, 1.195], [-2.259, 4.515, 2.384], [-1.604, 3.292, 2.334], [-1.135, 2.230, 3.632], [-1.086, 2.999, -1.005], [-2.284, 5.177, -0.942], [-3.017, 6.137, 1.212], [-2.567, 4.940, 3.331], [0.062, -2.097, -0.590], [-1.195, -1.976, -0.732], [-1.817, -2.635, -1.540], [-1.730, -1.070, -0.040], [1.780, 2.404, -0.801], [2.525, 1.488, -0.461], [2.199, 0.305, -0.107], [3.620, 1.671, -0.422], [0.219, -0.859, -3.876], [-0.329, 0.524, -2.611], [-2.170, 0.740, -3.218], [0.469, 2.056, -3.504], [0.166, -0.477, -4.896], [-0.428, -1.727, -3.759], [1.240, -1.159, -3.644], [-2.202, 0.861, -4.302], [-2.607, 1.616, -2.738], [-2.741, -0.140, -2.921], [0.065, 2.136, -4.515], [1.548, 1.912, -3.542], [0.284, 2.963, -2.934]], "lowdin_charge": [0.55, 0.54, -1.16, -0.06, -0.30, -0.02, -0.10, -0.12, -0.11, -0.48, 1.00, 0.08, 0.10, 0.09, 0.10, -0.09, -0.60, 0.02, -0.09, -0.08, -0.56, -0.17, 0.12, -0.30, 1.10, -0.30, -0.32, 0.02, 0.02, 0.02, 0.02, 0.01, 0.02, 0.02, 0.02, 0.01], "charge": -1, "orbital_gap_ha": 0.2760}